Entry from the Open Molecules 2025 dataset: one molecule with the formula C4H12N2O (ωB97M-V/def2-TZVPD).

Output
energy relative to the best compared isomer or geometry (same formula, charge and spin)	26.5	kcal/mol
E_HOMO	-8.731	eV
frontier orbital gap	9.702	eV
2S+1	1
structure (SMILES)	NC[C@@H](N)CCO

Each line ends with the natural charge from an NBO analysis.
Cartesian coordinates (Å):
N -1.3667 2.1498 -0.6667  -0.850
C -1.0835 0.9481 0.1388  -0.219
C 0.3319 0.4217 -0.1457  -0.056
N 1.2528 1.5158 0.0986  -0.861
C 0.6644 -0.7384 0.7647  -0.423
C 0.1083 -2.0590 0.2809  -0.064
O 0.8358 -2.4842 -0.8822  -0.738
H -1.6456 1.8925 -1.6065  0.354
H -2.1495 2.6542 -0.2656  0.360
H -1.8032 0.1579 -0.0950  0.167
H -1.1321 1.2213 1.1864  0.192
H 0.3430 0.0901 -1.1921  0.165
H 2.2086 1.3059 -0.1427  0.361
H 0.9008 2.3615 -0.3363  0.385
H 1.7588 -0.8160 0.7725  0.211
H 0.3696 -0.5015 1.7829  0.210
H 0.1790 -2.7957 1.0872  0.169
H -0.9229 -1.9386 -0.0208  0.163
H 1.1505 -3.3853 -0.7585  0.473

***

Entry from the Open Molecules 2025 dataset: one molecule with the formula C4H12N2O (ωB97M-V/def2-TZVPD).

Output
energy relative to the best compared isomer or geometry (same formula, charge and spin)	37.2	kcal/mol
E_HOMO	-9.217	eV
frontier orbital gap	10.234	eV
2S+1	1
structure (SMILES)	NC[C@@H](N)CCO

Each line ends with the natural charge from an NBO analysis.
Cartesian coordinates (Å):
N 0.9101 2.3475 -0.9792  -0.850
C 0.6795 1.4301 0.1412  -0.214
C 0.0555 0.0662 -0.2399  -0.069
N 0.9840 -0.6877 -1.0764  -0.840
C -0.3313 -0.6509 1.0616  -0.433
C -1.6727 -1.3781 0.8663  -0.050
O -1.8235 -1.9882 -0.3915  -0.729
H 1.1604 1.8379 -1.8212  0.342
H 1.6635 3.0141 -0.8493  0.361
H 0.0725 1.9575 0.8738  0.189
H 1.6711 1.1160 0.4931  0.148
H -0.8984 0.3698 -0.7003  0.210
H 1.0232 -0.3402 -2.0246  0.360
H 1.9222 -0.5939 -0.7005  0.351
H 0.4684 -1.2742 1.4804  0.205
H -0.5306 0.0882 1.8521  0.208
H -2.4539 -0.6261 0.9929  0.172
H -1.8015 -2.1245 1.6522  0.160
H -1.0985 -2.5637 -0.6308  0.478

***

Entry from the Open Molecules 2025 dataset: a 2-piece molecular cluster, C4H12N2O overall (ωB97M-V/def2-TZVPD).

Output
energy relative to the best compared isomer or geometry (same formula, charge and spin)	43.6	kcal/mol
E_HOMO	-9.725	eV
frontier orbital gap	10.590	eV
2S+1	1
structure (SMILES)	CNC(C)=O.CN

Each line ends with the natural charge from an NBO analysis.
Cartesian coordinates (Å):
C 2.4537 -1.7994 0.0098  -0.439
N 1.7047 -0.7832 -0.7932  -0.642
C 0.3326 -0.7391 -0.9246  0.687
C -0.1858 0.1852 -2.0332  -0.700
O -0.3870 -1.4761 -0.3242  -0.629
H 1.8423 -2.2067 0.9176  0.227
H 2.5623 -2.6298 -0.6530  0.203
H 3.4035 -1.3914 0.5441  0.212
H 2.3511 -0.1988 -1.2267  0.388
H -0.5350 -0.4245 -2.8640  0.238
H 0.7527 0.7584 -2.2803  0.203
H -1.0109 0.6590 -1.5656  0.249
C -1.5450 1.7150 1.8246  -0.413
N -2.5214 1.3105 0.8542  -0.806
H -1.4708 2.8269 2.0244  0.175
H -1.6369 1.3155 2.8022  0.167
H -0.5889 1.3420 1.4118  0.180
H -2.1640 0.3516 0.7921  0.359
H -3.3572 1.1849 1.4839  0.339

***

Entry from the Open Molecules 2025 dataset: a 2-piece molecular cluster, C4H12N2O overall (ωB97M-V/def2-TZVPD).

Output
energy relative to the best compared isomer or geometry (same formula, charge and spin)	56.1	kcal/mol
E_HOMO	-9.782	eV
frontier orbital gap	10.681	eV
2S+1	1
structure (SMILES)	C=NCCCN.O

Each line ends with the natural charge from an NBO analysis.
Cartesian coordinates (Å):
C -2.1328 -0.6995 2.0836  -0.076
N -1.4850 -1.3699 1.2204  -0.377
C -0.5589 -0.5226 0.3710  -0.248
C 0.8447 -1.1741 0.3693  -0.421
C 1.8111 -0.1624 -0.2130  -0.217
N 1.6178 0.0604 -1.6733  -0.836
H -2.8603 -1.0331 2.8176  0.173
H -2.0950 0.4003 2.1373  0.125
H -1.1521 -0.6738 -0.5264  0.217
H -0.4591 0.4658 0.7897  0.171
H 0.7219 -2.1302 -0.1874  0.219
H 1.1240 -1.3108 1.4027  0.217
H 2.8526 -0.4693 -0.0637  0.174
H 1.6982 0.8516 0.1977  0.186
H 2.4571 0.4731 -2.0846  0.351
H 1.7415 -0.8403 -2.1476  0.341
O -1.5776 3.0082 -1.6121  -0.944
H -1.9214 2.2150 -1.1981  0.470
H -0.6267 2.9116 -1.6831  0.474

***

Entry from the Open Molecules 2025 dataset: C4H12N2O as an isolated structure (ωB97M-V/def2-TZVPD).

Output
energy relative to the best compared isomer or geometry (same formula, charge and spin)	83.7	kcal/mol
E_HOMO	-9.154	eV
frontier orbital gap	10.048	eV
2S+1	1

Each line ends with the natural charge from an NBO analysis.
Cartesian coordinates (Å):
C 0.4852 0.2942 -0.7364  -0.270
C 0.9596 1.4878 0.0241  -0.403
C 1.3888 0.9831 1.3720  -0.104
O 2.3812 -0.0826 1.4578  -0.732
N -0.5491 -0.3909 -0.0183  -0.657
C -1.6777 -0.9695 -0.9363  -0.046
N -2.9089 -1.6455 -0.3233  -0.841
H 0.2630 0.7403 -1.6721  0.206
H 1.3638 -0.4243 -0.9466  0.188
H 0.1988 2.6059 0.1022  0.211
H 1.8676 2.0152 -0.3506  0.204
H 0.4151 0.5204 1.7065  0.204
H 1.7075 1.8587 2.0816  0.163
H 3.1789 0.1750 0.9367  0.461
H -0.0799 -1.2544 0.4090  0.366
H -2.0090 -0.1189 -1.5918  0.172
H -1.2032 -1.6502 -1.7578  0.153
H -2.8552 -2.6307 -0.4862  0.357
H -2.9262 -1.5135 0.7294  0.369

***

Entry from the Open Molecules 2025 dataset: a 3-piece molecular cluster, C4H12N2O overall (ωB97M-V/def2-TZVPD).

Output
energy relative to the best compared isomer or geometry (same formula, charge and spin)	195.3	kcal/mol
E_HOMO	-7.538	eV
frontier orbital gap	3.282	eV
2S+1	1

Each line ends with the natural charge from an NBO analysis.
Cartesian coordinates (Å):
C -0.4392 -1.0901 -0.8635  -0.218
C 0.4953 -0.2514 0.0274  -0.488
C 0.3785 -0.5973 1.4742  0.123
C 1.3444 -0.1376 2.3597  -0.099
N -0.6806 -1.2374 1.8919  -0.453
N -0.1675 -0.8788 -2.2531  -0.708
H -1.4729 -0.7914 -0.6938  0.211
H -0.4040 -2.1499 -0.5646  0.210
H 1.5286 -0.4087 -0.3178  0.215
H 0.2273 0.7934 -0.1611  0.314
H 1.2894 -0.3519 3.4169  0.194
H 2.2140 0.4085 2.0307  0.210
H -0.6270 -1.3661 2.9067  0.326
H -1.8627 2.7318 -0.0847  0.036
H 0.7325 -1.2549 -2.5377  0.344
H -1.9793 2.5370 0.6386  -0.039
H -0.1921 0.1733 -2.4290  0.420
H -0.3470 2.1799 -2.8063  0.436
O -0.0378 1.6916 -2.0345  -1.034